No. 1
Below is a cluster of 16 separate species, H33O16 in total, with properties calculated with ωB97M-V with the def2-TZVPD basis set.

The calculation puts the orbital gap at 9.8 eV. As for the largest force on an atom: 15.3 eV Å⁻¹. The calculation puts the LUMO energy at -2.67 eV. Its energy above the lowest of the compared OMol25 structures with the same formula, charge and spin is 782.9 kJ/mol.

```
! wB97M-V def2-TZVPD RIJCOSX def2/J DEFGRID3
* xyz 1 1
O 1.5145 -1.0221 -0.8128
O -3.0832 0.2637 2.9866
O -3.2853 -1.3820 -0.0199
O -1.1353 -1.9391 2.4617
O -0.5416 3.1394 -2.6525
O 4.1157 0.8792 -2.2311
O -1.2211 -4.8853 -1.6912
O -0.7971 3.8294 2.9719
O -0.6641 -0.3077 -0.3790
O -0.2772 -2.1965 -2.7258
O 3.0910 1.0850 3.3423
O 0.1691 0.8334 3.3300
O 2.1177 4.0115 -3.5219
O -2.2817 1.0746 -3.7860
O -1.4180 1.3488 1.2335
O 3.3097 -3.1764 0.5774
H 1.1805 0.8006 2.9337
H 4.5566 1.6869 -2.1158
H -1.0021 -1.1052 0.1022
H -2.4200 0.7286 -4.6415
H -1.0804 0.3572 0.6983
H -3.8515 -0.1714 3.0993
H 1.8637 3.1720 -4.0568
H -1.2593 2.9781 2.6042
H -3.0991 0.7774 3.8275
H 2.3885 3.7222 -2.6943
H -2.2971 0.7824 1.6580
H 3.3441 0.3419 3.4864
H 1.7824 -1.7425 -0.2033
H -0.5751 -2.9606 -3.1212
H -0.3371 -4.8623 -1.5013
H -1.5505 2.1665 0.7363
H 0.2402 0.5847 4.2948
H -3.4345 -0.7337 -0.7207
H 0.4059 -0.1421 -0.2191
H -0.9913 3.8963 3.7899
H -1.4159 -5.5401 -2.2099
H -1.1300 3.9435 -2.9263
H 2.2835 -0.4133 -0.7300
H 3.2261 -4.0922 0.7666
H 4.2711 -2.9919 0.5075
H -1.0348 2.3334 -2.9967
H -1.9316 -2.2448 3.0416
H -0.6168 -1.6291 3.0928
H 3.2868 1.6347 4.0248
H -2.2119 0.3690 -3.0497
H -2.6819 -2.0256 -0.3469
H 0.5370 -1.9868 -2.9735
H 3.9414 0.8103 -3.2397
*
```

Atomic partial charges in e from the Löwdin method, atoms 1 to 2: atom 1 (O): -0.0350, atom 2 (O): 0.0204



No. 2
Below is an isolated molecule of C22H20FN3O3S, with properties calculated with ωB97M-V with the def2-TZVPD basis set.

The calculation puts the orbital gap at 7.0 eV. Its structure (SMILES) is CN(C)CCn1c(=O)/c(=C/c2ccc(O)cc2)s/c1=C1\C(=O)Nc2cc(F)ccc21. As for the largest force on an atom: 3.4 eV Å⁻¹. The calculation puts the LUMO energy at -0.70 eV. Its energy above the lowest of the compared OMol25 structures with the same formula, charge and spin is 34.5 kJ/mol.

```
! wB97M-V def2-TZVPD RIJCOSX def2/J DEFGRID3
* xyz 0 1
S 0.0899 -0.5106 1.2695
F -2.2801 6.4465 -2.5767
O -1.7561 -4.9204 6.0598
O 0.6827 2.2675 2.2425
O -0.5901 -2.2537 -2.0882
N -0.1162 -0.1836 -1.3471
N -0.1536 4.0106 1.0601
N 2.8370 0.0456 -2.2796
C 3.1726 -0.8800 -1.1859
C -1.4715 2.8903 -2.0845
C 0.3821 0.2711 -2.6703
C -0.7969 2.9372 -0.8495
C -2.3869 -4.7868 3.7610
C 1.7183 -0.2882 -3.1547
C -1.1528 5.3260 -0.8234
C -1.9171 4.0707 -2.7281
C -0.3301 -1.5260 -1.1393
C 3.1758 1.4649 -2.0687
C -1.7694 5.3105 -2.0859
C 0.0585 2.6654 1.2739
C -0.9163 -3.1020 0.7353
C -0.4535 -3.5768 4.5238
C -1.0844 -3.4706 2.1480
C -2.2092 -4.3076 2.4669
C -0.4277 -1.8620 0.2878
C -0.6952 4.1878 -0.1957
C -0.0409 0.5600 -0.1409
C -0.2518 1.9165 0.0575
C -0.2195 -3.1578 3.1893
C -1.5387 -4.4025 4.8092
H -2.4103 4.0463 -3.6933
H 0.6558 -2.5498 2.9668
H 0.5531 1.3356 -2.6686
H 0.2414 -3.2659 5.3063
H 1.9118 0.1133 -4.1341
H 2.8356 2.0667 -2.9330
H 2.9317 -1.8959 -1.4726
H 1.6550 -1.3816 -3.2945
H -1.0498 -4.6574 6.6647
H -0.3547 0.0294 -3.4377
H 4.2221 -0.8139 -0.9322
H 4.2405 1.5668 -1.8925
H 2.5759 -0.6216 -0.2851
H 2.6285 1.8037 -1.1331
H -1.2689 -3.8070 -0.0068
H -3.2357 -5.4452 3.9543
H -2.9331 -4.6106 1.7174
H -1.6189 1.9257 -2.6098
H -0.0902 4.7220 1.7671
H -1.0484 6.2975 -0.3494
*
```

Atomic partial charges in e from the Löwdin method, atoms 1 to 2: atom 1 (S): 1.1106, atom 2 (F): 0.0710